Density functional theory data (ωB97M-V/def2-TZVPD) for one molecule with the formula C15H17N3O3S2.

Last column: Löwdin charge in e.
Positions of all 40 atoms, in Å:
O1 0.437 1.631 0.270  0.10
C1 1.261 0.750 0.359  -0.41
N1 2.556 1.030 -0.036  0.11
C2 3.690 0.271 -0.010  -0.61
N2 3.801 -0.960 0.345  0.04
C3 5.081 -1.398 0.250  -0.23
C4 5.983 -0.491 -0.192  -0.41
S1 5.211 1.017 -0.516  1.03
C5 0.976 -0.657 0.832  -0.22
C6 -0.291 -0.675 1.706  -0.11
C7 -1.215 -1.829 1.323  -0.19
N3 -1.613 -1.774 -0.065  -0.22
S2 -3.141 -1.197 -0.396  0.67
O2 -4.023 -1.747 0.592  -0.28
O3 -3.388 -1.471 -1.781  -0.28
C8 -3.051 0.581 -0.171  -0.27
C9 -2.725 1.384 -1.246  -0.07
C10 -2.569 2.747 -1.050  -0.07
C11 -2.747 3.286 0.213  -0.07
C12 -3.097 2.474 1.281  -0.06
C13 -3.246 1.111 1.090  -0.07
C14 -0.598 -1.331 -1.002  -0.18
C15 0.791 -1.542 -0.418  -0.11
H1 2.677 1.982 -0.365  0.15
H2 5.294 -2.415 0.523  0.11
H3 7.035 -0.606 -0.350  0.06
H4 1.846 -1.021 1.380  0.12
H5 -0.022 -0.760 2.759  0.12
H6 -0.822 0.269 1.565  0.09
H7 -0.719 -2.788 1.510  0.13
H8 -2.136 -1.811 1.908  0.11
H9 -2.618 0.933 -2.221  0.11
H10 -2.306 3.385 -1.880  0.11
H11 -2.619 4.347 0.367  0.11
H12 -3.247 2.901 2.261  0.11
H13 -3.525 0.452 1.897  0.12
H14 -0.732 -1.900 -1.926  0.13
H15 -0.729 -0.265 -1.235  0.11
H16 1.547 -1.298 -1.165  0.12
H17 0.921 -2.588 -0.145  0.13

Its energy relative to the best compared isomer or geometry (same formula, charge and spin) is 31.4 kcal/mol. The HOMO energy comes out at -0.3298 Ha. As for the total energy: -48114.282 eV. As for the SMILES: O=C(Nc1nccs1)C1CCN(S(=O)(=O)c2ccccc2)CC1. For the LUMO energy, the calculation gives 0.39 eV. The gap between HOMO and LUMO comes out at 9.36 eV.